Record 1
{"formula": "C12H17N", "method": "wB97M-V/def2-TZVPD", "elements": ["N", "C", "C", "C", "C", "C", "C", "C", "C", "C", "C", "C", "C", "H", "H", "H", "H", "H", "H", "H", "H", "H", "H", "H", "H", "H", "H", "H", "H", "H"], "xyz": [[0.569, 0.298, 1.935], [1.242, 1.546, -1.480], [0.532, 0.749, 0.644], [-0.084, 1.744, -1.861], [-1.536, 0.980, 1.565], [-1.109, 1.508, -0.962], [-0.093, -2.858, -0.659], [1.564, 0.988, -0.250], [-0.681, 0.542, 2.510], [-0.813, 1.043, 0.317], [1.329, -3.320, -0.926], [-2.995, 1.327, 1.683], [1.977, -2.556, -2.087], [-0.143, -1.805, -0.351], [1.267, -4.382, -1.180], [1.396, 0.285, 2.506], [2.186, -1.541, -1.757], [-3.135, 2.374, 1.395], [-0.713, -3.045, -1.528], [-0.465, -3.304, 0.269], [2.930, -2.967, -2.422], [-3.483, 0.767, 0.882], [2.076, 1.735, -2.142], [-3.455, 1.185, 2.656], [-0.937, 0.361, 3.539], [-0.363, 2.033, -2.866], [1.939, -3.266, -0.020], [1.256, -2.563, -2.898], [-2.123, 1.638, -1.314], [2.576, 0.614, -0.145]], "atomic_forces_ev_per_a": [[-0.1, 0.2, 1.1], [0.3, -0.5, 0.2], [-0.1, -0.1, -0.4], [-0.3, 0.0, 0.1], [-0.9, -0.2, -0.2], [-0.1, -0.2, -0.4], [0.4, 0.7, 1.3], [0.1, -0.3, -0.8], [-0.1, -0.1, -0.3], [0.7, 0.8, 0.7], [0.2, -0.4, -0.2], [0.6, 0.3, -0.9], [-0.1, -0.1, 0.7], [0.2, 0.1, -0.7], [0.2, 0.0, 0.0], [0.1, -0.1, -0.2], [-0.2, 0.3, -0.2], [0.0, 0.0, 0.2], [-0.4, 0.0, 0.1], [-0.3, -0.6, -0.5], [-0.1, -0.2, 0.0], [-0.5, -0.2, 0.4], [-0.2, 0.0, -0.3], [0.1, -0.3, 0.0], [0.4, -0.1, 0.1], [0.3, 0.2, 0.0], [0.0, 0.1, 0.0], [0.2, 0.3, -0.3], [-0.2, 0.1, 0.2], [0.0, 0.3, 0.6]], "nbo_charge": [-0.536, -0.208, 0.132, -0.241, -0.093, -0.214, -0.613, -0.245, -0.043, -0.042, -0.390, -0.627, -0.605, 0.209, 0.188, 0.405, 0.203, 0.215, 0.202, 0.208, 0.204, 0.216, 0.211, 0.220, 0.213, 0.213, 0.191, 0.200, 0.211, 0.214], "gap_ev": 8.845, "relative_energy_kj_mol": 46.9, "smiles": "Cc1c[nH]c2ccccc12.CCC", "homo_energy_ev": -7.9, "lumo_ev": 0.914, "total_charge": 0, "largest_force_ha_per_bohr": 0.0285}



Record 2
{"formula": "C12H17N", "method": "wB97M-V/def2-TZVPD", "elements": ["N", "C", "C", "C", "C", "C", "C", "C", "C", "C", "C", "C", "C", "H", "H", "H", "H", "H", "H", "H", "H", "H", "H", "H", "H", "H", "H", "H", "H", "H"], "xyz": [[1.850, 2.248, 1.211], [-0.408, -0.371, 2.558], [1.091, 1.096, 1.410], [2.299, 0.849, -0.539], [2.588, 2.077, 0.032], [0.214, 0.896, 2.483], [0.716, -1.041, 0.414], [2.924, 0.207, -1.718], [-2.772, 0.155, -0.114], [-1.512, -1.504, -1.638], [1.406, 0.191, 0.404], [-0.157, -1.242, 1.476], [-2.913, -0.954, -1.178], [-1.449, -1.797, -2.691], [1.377, 3.121, 1.413], [-0.468, -2.269, 1.645], [-3.436, -1.782, -0.719], [-0.743, -0.730, -1.572], [-2.078, 0.902, -0.522], [-3.356, -0.328, -1.976], [0.679, -1.685, -0.432], [2.909, -0.876, -1.631], [3.911, 0.594, -1.992], [-1.148, -0.520, 3.320], [2.451, 0.304, -2.728], [3.260, 2.899, -0.158], [-3.690, 0.581, 0.248], [-1.168, -2.397, -1.078], [0.016, 1.634, 3.241], [-2.393, -0.260, 0.830]], "atomic_forces_ev_per_a": [[-0.4, -0.4, -0.2], [1.3, 2.1, -1.6], [0.3, 1.1, 1.1], [0.6, 1.0, 1.0], [-1.0, -0.4, 0.2], [-0.5, -1.8, -0.4], [-0.2, 1.6, 1.1], [0.0, -0.2, -1.9], [1.1, -1.0, 0.8], [-0.2, 0.1, -0.2], [-0.9, -0.5, -0.9], [0.5, -1.7, 1.2], [1.5, 1.2, 0.1], [-0.6, -0.1, 0.0], [0.6, 0.0, 0.1], [-0.7, 0.0, -0.5], [-0.9, 0.0, -0.7], [-0.2, 0.0, 0.3], [-0.3, 0.1, 0.5], [-0.4, -1.5, -0.2], [0.6, -0.6, -0.1], [0.6, -0.2, 0.4], [0.2, -0.3, 0.7], [0.0, -0.6, 0.2], [-0.6, 0.5, 0.9], [0.1, -0.3, -0.7], [-0.8, 0.5, -0.6], [-0.4, 0.6, 0.0], [0.1, 0.3, 0.0], [0.5, 0.2, -0.4]], "nbo_charge": [-0.566, -0.218, 0.206, -0.079, -0.025, -0.253, -0.187, -0.645, -0.606, -0.612, -0.122, -0.245, -0.408, 0.206, 0.399, 0.207, 0.206, 0.204, 0.199, 0.204, 0.219, 0.220, 0.225, 0.217, 0.219, 0.211, 0.204, 0.199, 0.213, 0.208], "gap_ev": 8.848, "relative_energy_kj_mol": 147.5, "smiles": "Cc1c[nH]c2ccccc12.CCC", "homo_energy_ev": -7.9, "lumo_ev": 0.955, "total_charge": 0, "largest_force_ha_per_bohr": 0.0581}



Record 3
{"formula": "C12H17N", "method": "wB97M-V/def2-TZVPD", "elements": ["N", "C", "C", "C", "C", "C", "C", "C", "C", "C", "C", "C", "C", "H", "H", "H", "H", "H", "H", "H", "H", "H", "H", "H", "H", "H", "H", "H", "H", "H"], "xyz": [[-2.284, 0.693, -1.770], [-1.200, -2.736, -0.881], [0.995, -0.613, -1.999], [-0.378, -0.469, -1.833], [1.182, 1.720, -2.440], [-0.953, 0.789, -2.104], [1.880, 0.975, 3.443], [-0.424, 0.124, 2.780], [1.100, 0.100, 2.460], [-0.175, 1.909, -2.383], [1.808, 0.476, -2.269], [-1.396, -1.317, -1.287], [-2.516, -0.555, -1.245], [1.797, 2.601, -2.571], [-2.064, -3.150, -0.361], [2.870, 0.300, -2.323], [1.433, -1.585, -1.811], [1.342, 1.912, 3.600], [-2.870, 1.507, -1.698], [-3.454, -0.748, -0.741], [-1.075, -3.376, -1.750], [2.039, 0.432, 4.366], [-0.792, -0.850, 2.433], [-0.406, -2.811, -0.127], [1.267, 0.425, 1.433], [-0.482, 0.145, 3.860], [-0.887, 0.950, 2.262], [1.461, -0.927, 2.576], [-0.670, 2.832, -2.646], [2.852, 1.248, 3.027]], "atomic_forces_ev_per_a": [[0.3, 0.7, -0.3], [-0.5, 0.0, 0.7], [0.5, -0.4, 0.3], [0.2, 0.5, -0.3], [1.0, 0.8, -0.1], [0.0, -0.4, 0.7], [0.1, 0.2, -0.9], [1.7, -1.2, -0.5], [-0.4, 0.1, 0.4], [-0.6, -0.6, -0.5], [-1.2, -0.6, 0.1], [0.0, -0.1, -0.3], [-0.7, 0.0, 0.6], [0.1, 0.0, -0.2], [-0.3, 0.2, -0.1], [0.1, 0.4, -0.1], [0.1, -0.1, -0.1], [0.0, -0.1, 0.3], [-0.2, -0.3, 0.1], [0.0, -0.2, -0.3], [0.6, -0.1, 0.0], [-0.1, 0.2, 0.4], [-0.5, 0.5, 0.0], [0.3, -0.2, -0.6], [0.1, -0.1, -0.1], [-0.6, 0.3, 0.2], [-0.4, 0.2, 0.2], [0.0, 0.1, -0.3], [0.3, 0.3, 0.3], [0.1, -0.1, 0.1]], "nbo_charge": [-0.530, -0.632, -0.171, -0.115, -0.210, 0.151, -0.608, -0.609, -0.389, -0.252, -0.250, -0.083, -0.026, 0.209, 0.217, 0.217, 0.206, 0.198, 0.408, 0.209, 0.220, 0.201, 0.205, 0.218, 0.202, 0.199, 0.207, 0.187, 0.213, 0.206], "gap_ev": 8.772, "relative_energy_kj_mol": 50.4, "smiles": "Cc1c[nH]c2ccccc12.CCC", "homo_energy_ev": -7.9, "lumo_ev": 0.912, "total_charge": 0, "largest_force_ha_per_bohr": 0.0423}



Record 4
{"formula": "C12H17N", "method": "wB97M-V/def2-TZVPD", "elements": ["N", "C", "C", "C", "C", "C", "C", "C", "C", "C", "C", "C", "C", "H", "H", "H", "H", "H", "H", "H", "H", "H", "H", "H", "H", "H", "H", "H", "H", "H"], "xyz": [[2.274, 1.401, 0.333], [0.516, 1.107, 3.521], [-1.063, -1.992, -1.046], [2.182, 1.300, 1.705], [0.117, -2.502, -0.255], [0.860, 1.253, 2.095], [0.107, 1.196, 0.911], [-1.611, 1.549, -0.764], [-0.695, 1.527, -1.838], [0.988, 1.354, -0.200], [-1.253, 1.323, 0.527], [-1.072, -2.276, -2.550], [0.651, 1.272, -1.559], [1.406, 1.121, -2.316], [0.533, -3.437, -0.632], [-2.661, 1.745, -0.952], [3.098, 1.729, -0.137], [-0.417, 1.552, 3.866], [-2.096, -2.408, -2.917], [-0.778, -1.482, -3.244], [1.239, 1.569, 4.207], [-0.171, -2.490, 0.807], [0.540, 0.075, 3.888], [-1.900, -2.603, -0.649], [-1.417, -1.021, -0.723], [0.988, -1.840, -0.149], [-1.995, 1.402, 1.316], [3.023, 0.997, 2.311], [-0.499, -3.193, -2.686], [-0.896, 1.772, -2.869]], "atomic_forces_ev_per_a": [[-0.5, -0.5, 0.1], [-0.2, -0.2, 1.8], [-1.5, -1.1, 0.3], [-0.8, -0.2, -0.2], [1.0, 1.2, 0.9], [1.8, -0.5, 0.4], [-1.2, 1.5, -2.6], [-0.6, 0.3, -1.1], [1.5, -0.4, 0.4], [1.6, -1.2, 0.7], [0.4, 0.2, 1.7], [-0.5, 0.5, -0.2], [-1.2, 1.1, 0.8], [0.0, 0.3, -0.1], [-0.4, -0.3, 0.3], [0.1, 0.0, -0.2], [0.0, -0.2, -0.2], [-0.3, -0.1, -0.5], [0.0, -0.5, 0.3], [0.9, 0.0, 0.5], [0.2, 0.2, -0.6], [-0.1, -0.9, -0.2], [-0.4, -0.2, -0.4], [0.2, 0.0, -0.3], [0.5, 0.5, -0.3], [-0.1, 0.3, -0.8], [-0.1, -0.2, -0.2], [0.3, 0.7, 0.0], [-0.1, 0.1, -0.5], [-0.8, -0.3, 0.0]], "nbo_charge": [-0.532, -0.631, -0.416, -0.022, -0.612, -0.107, -0.100, -0.260, -0.213, 0.153, -0.178, -0.611, -0.241, 0.218, 0.201, 0.215, 0.410, 0.220, 0.205, 0.205, 0.220, 0.211, 0.215, 0.187, 0.224, 0.201, 0.210, 0.210, 0.201, 0.217], "gap_ev": 8.690, "relative_energy_kj_mol": 130.1, "smiles": "Cc1c[nH]c2ccccc12.CCC", "homo_energy_ev": -7.8, "lumo_ev": 0.926, "total_charge": 0, "largest_force_ha_per_bohr": 0.0617}